The following is a quantum chemistry calculation of 13 unconnected molecules or ions with the total composition C77H172F12N9O16S4, from the Open Molecules 2025 dataset.

The geometry in XYZ format:
```
290
C77H172F12N9O16S4 wB97M-V/def2-TZVPD
C 1.883 -20.865 18.057
C 1.205 -21.032 16.653
C 1.100 -19.831 15.741
O 2.395 -19.314 15.371
C 2.302 -18.154 14.603
N 2.075 -22.037 15.936
H 1.934 -23.010 16.169
H 1.801 -21.938 14.969
H 3.081 -21.943 15.930
H 1.356 -20.059 18.568
H 2.902 -20.487 17.968
H 1.956 -21.790 18.629
H 0.279 -21.599 16.550
H 0.494 -19.027 16.160
H 0.527 -20.129 14.863
H 1.981 -18.454 13.606
H 3.288 -17.690 14.606
H 1.614 -17.413 15.012
C 9.591 -18.736 16.825
C 8.220 -18.718 17.403
C 7.106 -18.731 16.271
O 7.307 -19.932 15.480
C 6.309 -20.085 14.531
N 8.022 -19.959 18.278
H 8.777 -19.977 18.949
H 7.149 -19.910 18.783
H 7.981 -20.834 17.776
H 10.406 -18.616 17.540
H 9.810 -17.912 16.146
H 9.920 -19.615 16.271
H 8.225 -17.792 17.977
H 7.173 -17.864 15.614
H 6.122 -18.744 16.738
H 5.320 -20.275 14.949
H 6.630 -20.917 13.904
H 6.055 -19.266 13.857
C 8.950 -17.232 24.256
N 9.721 -18.111 23.260
C 10.653 -18.968 24.174
C 8.700 -19.101 22.581
C 10.514 -17.317 22.263
C 9.745 -16.734 21.120
O 9.006 -15.647 21.670
H 8.452 -17.842 25.010
H 8.224 -16.582 23.767
H 9.710 -16.585 24.693
H 10.067 -19.415 24.976
H 11.530 -18.365 24.411
H 11.005 -19.764 23.518
H 8.212 -19.632 23.399
H 9.338 -19.796 22.035
H 8.065 -18.528 21.905
H 11.335 -17.933 21.895
H 10.966 -16.459 22.761
H 9.175 -17.477 20.562
H 10.497 -16.217 20.525
H 8.712 -15.062 20.969
C 2.626 -17.587 24.527
N 2.041 -18.361 25.727
C 2.302 -19.858 25.663
C 2.746 -17.817 27.003
C 0.529 -18.132 25.858
C -0.370 -18.480 24.631
O -0.245 -19.905 24.298
H 3.695 -17.799 24.572
H 2.541 -16.516 24.709
H 1.977 -17.930 23.721
H 3.355 -19.898 25.941
H 2.085 -20.040 24.611
H 1.520 -20.403 26.192
H 2.613 -18.436 27.891
H 2.305 -16.862 27.287
H 3.807 -17.623 26.847
H 0.360 -17.109 26.194
H 0.142 -18.707 26.699
H -0.246 -17.803 23.786
H -1.420 -18.373 24.903
H -0.972 -20.083 23.696
C 7.669 -13.877 7.547
C 6.228 -14.393 7.797
C 5.921 -14.050 9.308
C 4.456 -14.421 9.740
N 3.999 -13.987 11.174
C 2.561 -14.598 11.484
C 1.514 -13.585 10.963
C 2.098 -12.280 11.384
C 3.593 -12.424 11.198
C 5.009 -14.415 12.288
C 4.537 -14.024 13.688
C 5.710 -13.725 14.710
H 8.477 -14.328 8.124
H 7.632 -12.788 7.568
H 7.848 -14.147 6.506
H 6.023 -15.434 7.546
H 5.599 -13.789 7.143
H 6.136 -13.026 9.613
H 6.592 -14.747 9.809
H 4.392 -15.508 9.805
H 3.843 -14.051 8.918
H 2.524 -14.797 12.555
H 2.539 -15.575 11.001
H 0.530 -13.708 11.414
H 1.364 -13.703 9.889
H 1.888 -12.192 12.450
H 1.708 -11.463 10.778
H 4.141 -11.784 11.890
H 3.715 -12.069 10.175
H 5.964 -13.965 12.017
H 5.119 -15.494 12.178
H 3.890 -14.805 14.086
H 3.922 -13.124 13.655
H 6.374 -14.571 14.884
H 5.385 -13.376 15.691
H 6.325 -12.947 14.260
C 11.854 -12.772 21.136
C 11.272 -11.794 22.052
C 9.876 -12.166 22.662
C 9.701 -11.344 24.013
N 8.391 -11.710 24.760
C 8.282 -10.774 25.974
C 9.175 -11.269 27.084
C 9.387 -12.797 26.797
C 8.541 -13.097 25.533
C 7.109 -11.697 23.873
C 6.814 -10.305 23.306
C 5.609 -10.283 22.441
H 12.723 -12.374 20.611
H 11.125 -12.982 20.353
H 12.097 -13.713 21.628
H 11.156 -10.816 21.583
H 12.019 -11.509 22.792
H 10.160 -13.172 22.974
H 9.092 -12.159 21.905
H 9.651 -10.284 23.765
H 10.485 -11.493 24.756
H 7.265 -10.767 26.365
H 8.540 -9.776 25.619
H 8.557 -11.019 27.947
H 10.100 -10.695 27.123
H 9.132 -13.367 27.691
H 10.399 -13.121 26.557
H 7.535 -13.272 25.916
H 8.959 -13.930 24.969
H 6.251 -11.943 24.498
H 7.216 -12.418 23.062
H 7.635 -9.784 22.813
H 6.620 -9.700 24.191
H 4.703 -10.724 22.858
H 5.734 -10.978 21.610
H 5.490 -9.297 21.991
C 3.847 -9.601 14.041
C 3.795 -10.117 15.523
C 5.179 -10.285 16.201
C 5.831 -9.007 16.805
N 7.142 -9.321 17.616
C 6.855 -9.948 19.031
C 7.565 -9.082 20.046
C 8.481 -8.174 19.326
C 7.772 -7.983 18.069
C 8.186 -10.158 16.761
C 8.671 -9.369 15.491
C 9.738 -10.160 14.642
H 2.874 -9.262 13.685
H 4.134 -10.377 13.331
H 4.542 -8.762 14.072
H 3.166 -11.004 15.459
H 3.156 -9.453 16.104
H 5.826 -10.656 15.406
H 5.213 -11.023 17.002
H 5.175 -8.454 17.478
H 6.090 -8.233 16.082
H 7.242 -10.966 19.071
H 5.774 -10.013 19.152
H 8.143 -9.653 20.773
H 6.887 -8.561 20.722
H 9.439 -8.691 19.279
H 8.754 -7.239 19.813
H 8.327 -7.554 17.235
H 6.918 -7.324 18.226
H 7.784 -11.149 16.552
H 9.017 -10.329 17.445
H 9.163 -8.406 15.630
H 7.799 -9.208 14.857
H 10.656 -10.502 15.119
H 9.993 -9.656 13.709
H 9.235 -11.038 14.236
C 5.234 -14.833 23.843
C 5.329 -14.931 22.313
C 4.052 -14.736 21.511
C 4.361 -14.951 19.980
N 3.113 -15.073 18.998
C 2.269 -16.285 19.438
C 2.511 -17.314 18.383
C 3.743 -16.965 17.652
C 3.702 -15.476 17.597
C 2.359 -13.702 18.811
C 3.166 -12.490 18.597
C 2.271 -11.167 18.414
H 4.801 -13.857 24.062
H 6.183 -14.847 24.378
H 4.507 -15.588 24.143
H 5.902 -15.799 21.988
H 6.016 -14.152 21.982
H 3.726 -13.713 21.698
H 3.271 -15.424 21.834
H 4.869 -15.916 19.986
H 5.003 -14.174 19.564
H 1.219 -16.003 19.356
H 2.286 -16.598 20.482
H 1.713 -17.432 17.649
H 2.637 -18.319 18.787
H 3.863 -17.469 16.694
H 4.672 -17.189 18.175
H 3.094 -15.123 16.763
H 4.618 -14.914 17.412
H 1.669 -13.574 19.645
H 1.745 -13.859 17.925
H 3.638 -12.567 17.618
H 3.882 -12.360 19.408
H 1.627 -11.259 17.539
H 2.882 -10.271 18.309
H 1.589 -10.990 19.245
C -1.396 -1.691 19.682
C -0.955 -3.033 19.037
C -0.364 -4.150 19.879
C -1.225 -4.590 21.145
N -0.471 -5.376 22.229
C -1.476 -5.748 23.355
C -0.872 -5.244 24.691
C 0.620 -4.901 24.373
C 0.547 -4.391 22.968
C 0.313 -6.543 21.658
C -0.644 -7.713 21.233
C 0.128 -8.662 20.265
H -2.125 -1.952 20.449
H -1.919 -1.139 18.901
H -0.638 -1.066 20.153
H -0.236 -2.802 18.250
H -1.785 -3.511 18.518
H 0.629 -3.874 20.235
H -0.202 -5.042 19.273
H -2.021 -5.279 20.862
H -1.739 -3.788 21.676
H -1.570 -6.833 23.400
H -2.495 -5.380 23.236
H -0.972 -5.999 25.470
H -1.338 -4.373 25.152
H 1.142 -5.856 24.436
H 1.099 -4.330 25.168
H 1.556 -4.466 22.563
H 0.200 -3.359 22.990
H 0.948 -6.880 22.477
H 0.951 -6.174 20.855
H -1.485 -7.148 20.830
H -1.057 -8.321 22.038
H 0.249 -8.350 19.228
H -0.391 -9.620 20.251
H 1.154 -8.877 20.567
C -0.931 -13.752 16.198
F -0.804 -12.611 16.787
F -0.491 -14.668 17.087
F -2.225 -13.959 15.974
S 0.052 -13.866 14.503
O 1.418 -13.452 14.862
O 0.001 -15.216 14.042
O -0.608 -12.818 13.696
C 9.049 -14.739 17.153
F 9.929 -15.551 17.650
F 9.713 -13.646 16.771
F 8.415 -15.430 16.135
S 7.738 -14.371 18.433
O 7.115 -13.240 17.771
O 6.866 -15.520 18.483
O 8.407 -14.023 19.738
C 4.479 -19.364 22.121
F 3.279 -18.981 21.698
F 5.201 -18.225 22.290
F 4.387 -20.172 23.238
S 5.303 -20.339 20.671
O 4.256 -21.280 20.172
O 5.539 -19.265 19.638
O 6.498 -21.090 21.188
C 0.024 -12.609 22.841
F 0.341 -12.117 24.065
F -1.216 -12.198 22.572
F 0.776 -12.056 21.895
S 0.048 -14.555 22.794
O -0.231 -14.757 21.386
O 1.407 -14.921 23.255
O -1.015 -15.047 23.683
```

Results
total charge	+5
LUMO level	-7.83	eV